Molecular formula: C24H50O25S5
Method: DFT, ωB97M-V with the def2-TZVPD basis set

CARTESIAN COORDINATES (ANGSTROEM)
C 1.388044 -0.536045 4.076947
C -0.131706 -0.683971 4.092213
C -0.710079 -0.949518 2.698683
C -0.962059 0.323507 1.894400
C -1.659820 0.057477 0.557112
C -0.770691 -0.602986 -0.506989
C -0.025875 0.368975 -1.422659
C 1.167285 1.016538 -0.738108
O 1.924466 1.715002 -1.703916
C 3.040862 2.408188 -1.189187
C 2.685700 3.866846 -1.032821
O 1.704550 3.995012 -0.010191
C 0.938720 5.149336 -0.175390
O -0.184563 4.840250 -0.965274
C -0.503682 5.797758 -1.957312
C -1.856940 5.466822 -2.540599
O -1.706262 4.426494 -3.501214
O 0.324607 -0.217192 -2.671116
C 1.105892 -1.392061 -2.596594
H 1.810614 -0.558223 5.083070
H 1.830918 -1.347422 3.496168
H 1.688631 0.405293 3.609832
H -0.418788 -1.489860 4.772507
H -0.577354 0.233399 4.493373
H -1.650707 -1.506547 2.771798
H -0.003926 -1.591410 2.160158
H -1.585301 0.994213 2.495478
H -0.013400 0.846872 1.737730
H -2.488395 -0.625373 0.751898
H -2.071573 0.989250 0.157754
H -0.060287 -1.279098 -0.018230
H -1.395491 -1.220572 -1.158591
H -0.712510 1.175995 -1.698415
H 1.796802 0.280931 -0.214177
H 0.774241 1.716751 0.006011
H 3.857942 2.308119 -1.909421
H 3.362393 1.983640 -0.229748
H 2.259219 4.202370 -1.985024
H 3.555934 4.485162 -0.777034
H 1.556889 5.905116 -0.673114
H 0.625658 5.484461 0.817341
H -0.511239 6.811052 -1.536313
H 0.238720 5.764063 -2.765355
H -2.281066 6.366559 -2.997326
H -2.514468 5.141575 -1.726705
H -2.433170 4.469545 -4.128744
H 1.598641 -1.519219 -3.561371
H 1.881330 -1.319008 -1.827629
H 0.492665 -2.276761 -2.395041
C -0.107531 0.891342 -5.446360
C -1.539979 0.971763 -4.966369
O -2.189481 1.742999 -5.999874
S -1.548360 1.414962 -7.416924
O -2.319396 0.438517 -8.103218
O -1.236089 2.645240 -8.053571
O -0.231307 0.709684 -6.873502
H 0.436703 1.814952 -5.249496
H 0.428214 0.048065 -5.031063
H -1.645152 1.506406 -4.027768
H -2.008841 -0.010201 -4.900915
C 6.096139 8.744750 -0.604993
C 6.490793 7.340421 -1.024837
O 5.228111 6.711715 -1.302209
S 4.211909 7.770972 -1.924630
O 4.207716 7.683996 -3.338687
O 2.997549 7.700228 -1.191534
O 5.023087 9.075881 -1.501341
H 5.727136 8.775314 0.420641
H 6.886555 9.476314 -0.745721
H 6.977994 6.773334 -0.237200
H 7.100475 7.338700 -1.928957
C 6.117739 -4.675491 3.238416
C 5.931360 -3.697395 4.384445
O 5.034447 -2.717923 3.837086
S 3.996122 -3.412823 2.848771
O 2.784706 -3.714839 3.522479
O 3.985028 -2.674274 1.638494
O 4.804152 -4.778031 2.667881
H 6.808443 -4.294427 2.485501
H 6.419878 -5.667446 3.562038
H 6.845502 -3.185991 4.671076
H 5.469042 -4.166857 5.253469
C -6.348359 -3.200373 2.359713
C -5.263819 -4.216538 2.060340
O -5.169259 -4.185191 0.625081
S -5.429085 -2.707418 0.089758
O -4.196975 -2.031678 -0.113998
O -6.390036 -2.779373 -0.949893
O -6.081661 -2.138138 1.426558
H -7.344842 -3.599903 2.169475
H -6.292358 -2.792684 3.364604
H -5.526277 -5.224669 2.368914
H -4.303902 -3.928250 2.491102
C -4.438216 -9.488594 2.263583
C -5.866051 -9.346944 1.768875
O -6.625855 -9.228451 2.984143
S -5.790377 -8.436177 4.082552
O -6.149181 -7.060276 4.076141
O -5.817687 -9.179028 5.287517
O -4.372643 -8.567954 3.366918
H -4.229059 -10.495151 2.626265
H -3.694642 -9.186381 1.531915
H -6.229025 -10.219519 1.234281
H -6.004732 -8.448473 1.166169

Atoms 1-2, force components in eV/Å:
-0.014 0.070 -0.123
-0.027 0.092 0.006

2S+1: 1
gap between HOMO and LUMO: 0.352 hartree
HOMO level: -9.24 eV